{"formula": "C28H52F18N6O13S6", "method": "ωB97M-V/def2-TZVPD", "species": ["C", "C", "C", "O", "C", "N", "H", "H", "H", "H", "H", "H", "H", "H", "H", "H", "H", "H", "C", "C", "C", "N", "C", "C", "C", "C", "C", "C", "H", "H", "H", "H", "H", "H", "H", "H", "H", "H", "H", "H", "H", "H", "H", "H", "H", "H", "H", "H", "C", "C", "C", "N", "C", "C", "C", "C", "C", "C", "H", "H", "H", "H", "H", "H", "H", "H", "H", "H", "H", "H", "H", "H", "H", "H", "H", "H", "H", "H", "C", "F", "F", "F", "S", "O", "O", "N", "S", "O", "O", "C", "F", "F", "F", "C", "F", "F", "F", "S", "O", "O", "N", "S", "O", "O", "C", "F", "F", "F", "C", "F", "F", "F", "S", "O", "O", "N", "S", "O", "O", "C", "F", "F", "F"], "coordinates": [[-19.584, 8.317, 12.643], [-20.574, 8.523, 13.797], [-21.578, 7.404, 13.965], [-20.852, 6.265, 14.474], [-21.499, 5.038, 14.213], [-19.722, 8.702, 15.042], [-20.210, 9.327, 15.696], [-19.596, 7.793, 15.484], [-18.780, 9.056, 14.838], [-18.811, 9.052, 12.431], [-20.144, 8.142, 11.722], [-19.073, 7.365, 12.816], [-21.048, 9.492, 13.643], [-21.988, 7.037, 13.026], [-22.330, 7.512, 14.747], [-21.368, 4.832, 13.146], [-22.578, 5.106, 14.379], [-21.122, 4.240, 14.852], [-17.735, 2.971, 15.137], [-18.394, 1.650, 14.751], [-19.138, 1.773, 13.413], [-19.866, 0.502, 12.909], [-21.045, 0.164, 13.842], [-21.763, -1.090, 13.386], [-20.799, -2.245, 13.201], [-19.703, -1.889, 12.211], [-18.905, -0.656, 12.659], [-20.487, 0.939, 11.580], [-16.727, 2.924, 15.547], [-18.315, 3.617, 15.796], [-17.588, 3.569, 14.233], [-19.075, 1.236, 15.493], [-17.602, 0.905, 14.645], [-18.544, 2.170, 12.593], [-20.014, 2.405, 13.565], [-20.641, 0.011, 14.842], [-21.736, 1.005, 13.871], [-22.496, -1.344, 14.155], [-22.395, -0.961, 12.507], [-20.358, -2.666, 14.109], [-21.385, -3.119, 12.906], [-19.146, -2.813, 12.042], [-20.132, -1.772, 11.213], [-18.430, -0.861, 13.617], [-18.211, -0.341, 11.882], [-19.715, 1.091, 10.825], [-21.075, 1.832, 11.775], [-21.070, 0.149, 11.111], [-17.824, 7.149, 9.869], [-16.366, 7.199, 9.478], [-15.480, 6.348, 10.378], [-13.959, 6.655, 10.375], [-13.626, 8.059, 10.960], [-12.181, 8.517, 10.750], [-11.773, 8.352, 9.306], [-11.958, 6.924, 8.817], [-13.445, 6.510, 8.941], [-13.313, 5.594, 11.250], [-17.946, 7.429, 10.912], [-18.154, 6.125, 9.677], [-18.361, 7.803, 9.185], [-16.005, 8.216, 9.658], [-16.222, 7.000, 8.415], [-15.653, 5.277, 10.250], [-15.816, 6.504, 11.406], [-14.176, 8.789, 10.367], [-13.986, 7.950, 11.982], [-12.113, 9.577, 10.996], [-11.440, 8.039, 11.394], [-12.386, 9.029, 8.703], [-10.764, 8.680, 9.053], [-11.879, 6.901, 7.728], [-11.286, 6.176, 9.234], [-14.049, 7.259, 8.433], [-13.542, 5.489, 8.578], [-12.239, 5.722, 11.128], [-13.494, 4.594, 10.861], [-13.652, 5.781, 12.266], [-21.415, 12.350, 15.621], [-22.365, 11.981, 14.765], [-20.215, 12.088, 15.113], [-21.563, 13.672, 15.744], [-21.732, 11.553, 17.369], [-21.034, 12.317, 18.417], [-23.188, 11.661, 17.434], [-21.199, 9.946, 17.139], [-22.095, 9.228, 18.231], [-21.958, 9.785, 19.572], [-23.451, 9.023, 17.751], [-21.317, 7.464, 18.306], [-19.989, 7.512, 18.520], [-21.921, 6.883, 19.315], [-21.554, 6.797, 17.193], [-16.963, 11.806, 13.323], [-16.304, 12.607, 12.506], [-17.010, 12.330, 14.517], [-18.207, 11.694, 12.851], [-16.062, 10.079, 13.388], [-16.251, 9.414, 12.109], [-14.684, 10.464, 13.671], [-16.941, 9.258, 14.615], [-15.807, 8.457, 15.369], [-14.769, 7.859, 14.495], [-15.229, 9.139, 16.492], [-16.776, 6.963, 16.050], [-15.916, 5.984, 16.305], [-17.367, 7.308, 17.154], [-17.673, 6.467, 15.136], [-24.182, 10.471, 9.938], [-23.434, 11.497, 10.314], [-25.443, 10.689, 10.167], [-23.949, 10.239, 8.653], [-23.616, 8.953, 10.969], [-22.416, 8.507, 10.319], [-23.535, 9.482, 12.324], [-25.001, 7.893, 10.839], [-24.528, 6.711, 11.730], [-23.348, 5.970, 11.273], [-24.487, 7.098, 13.126], [-26.018, 5.471, 11.588], [-27.067, 5.951, 12.198], [-26.375, 5.314, 10.301], [-25.642, 4.276, 12.077]], "homo_lumo_gap_ev": 6.88, "e_above_lowest_ev": 2.9238, "homo_energy_ev": -8.21, "charge": 0}